C53H59FN4SSb2SiZr | wB97M-V/def2-TZVPD

Structure (XYZ):
```
122
Properties=species:S:1:pos:R:3:forces:R:3:mulliken_charge:R:1
Zr -0.042443 1.197008 -0.091974 1.33 0.33 -0.53 -2.61
N -1.611886 0.731372 1.440612 -0.79 0.15 0.13 2.52
C -2.950260 1.332829 1.445220 -0.23 0.08 0.05 0.35
C -3.485938 1.552104 2.708849 0.08 -0.04 0.06 -0.80
C -4.729416 2.131596 2.875780 0.02 -0.01 -0.06 -0.91
C -5.433528 2.513515 1.745996 -0.03 0.02 0.08 -1.10
C -4.893622 2.304094 0.490739 -0.05 -0.01 0.02 -0.65
C -3.650802 1.692275 0.285066 0.04 -0.04 0.11 0.52
C -3.145395 1.515269 -1.108567 0.08 -0.03 -0.06 0.73
C -4.029572 1.656869 -2.178355 -0.07 -0.13 0.02 0.02
C -3.604323 1.566593 -3.494280 0.05 -0.06 -0.03 -1.61
C -2.277227 1.296313 -3.780176 0.05 -0.06 -0.08 -0.94
C -1.393809 1.128585 -2.726054 0.04 -0.19 0.22 -0.23
C -1.788735 1.241430 -1.384598 -0.54 0.38 -0.13 1.36
H -1.173909 1.014080 2.314431 0.07 -0.09 0.12 0.51
H -1.707488 -0.279918 1.527359 0.01 -0.09 -0.01 -1.53
H -2.908054 1.264956 3.582631 0.00 -0.03 -0.02 0.57
H -5.131173 2.287295 3.867388 0.00 0.02 -0.01 0.47
H -6.401026 2.987064 1.844941 0.01 0.01 -0.04 0.47
H -5.465912 2.655246 -0.354201 0.05 -0.01 -0.02 0.40
H -5.084029 1.814442 -2.007556 0.01 0.00 0.01 0.40
H -4.318089 1.692767 -4.297940 -0.01 0.01 0.02 0.40
H -1.929975 1.227236 -4.803462 -0.03 -0.02 0.00 0.52
H -0.350567 0.924776 -2.972327 0.01 0.01 -0.01 0.38
C -0.227046 4.553428 3.326565 0.17 -0.10 -0.29 -1.19
Si 0.128213 4.190343 1.518727 -0.54 0.62 -0.13 0.13
C 1.241167 5.493415 0.723083 0.00 -0.23 0.28 -1.22
C -1.513408 4.094959 0.578470 0.42 0.22 0.31 -0.04
N 0.726344 2.558644 1.294526 -0.28 -0.26 -0.09 1.46
C 1.846107 2.088581 1.949893 0.49 -0.35 0.43 0.29
C 2.857410 2.878350 2.524774 -0.20 0.03 -0.23 -0.43
C 3.922597 2.305305 3.194934 0.10 -0.05 0.04 -1.31
C 4.040804 0.925095 3.321926 0.02 0.15 0.03 -0.77
C 3.067388 0.105573 2.770771 -0.06 -0.22 -0.05 -1.19
C 2.029432 0.716816 2.117219 -0.08 0.15 0.01 0.61
F 0.982290 -0.079212 1.554875 0.35 0.20 0.33 0.64
H -0.622513 5.567973 3.416267 0.00 0.01 0.00 0.42
H 0.653288 4.483772 3.967297 0.01 0.02 -0.01 0.35
H -0.984312 3.868973 3.715968 0.00 -0.01 -0.01 0.30
H 0.645452 6.224337 0.174067 -0.04 -0.02 0.02 0.44
H 1.960155 5.058528 0.024898 -0.03 -0.02 -0.01 0.19
H 1.805182 6.044368 1.479337 0.03 -0.01 -0.03 0.47
H -1.674625 4.986305 -0.030133 0.03 -0.07 -0.11 0.64
H -2.352999 4.021458 1.270170 -0.02 -0.11 -0.03 0.40
H -1.548916 3.225753 -0.090636 -0.24 0.23 -0.06 -0.19
H 2.784705 3.955326 2.431712 0.05 -0.01 0.04 0.47
H 4.675778 2.948010 3.631486 -0.01 -0.01 0.00 0.46
H 4.875481 0.495256 3.856545 -0.01 -0.04 -0.03 0.49
H 3.120417 -0.972026 2.845943 -0.03 0.01 -0.02 0.44
C -0.429597 -2.414951 -2.806080 0.22 0.23 0.18 -0.93
C 1.030741 -2.815976 -2.991752 -0.08 0.03 0.03 -1.03
C 1.986873 -1.640107 -3.148282 -0.29 0.16 0.03 -1.13
Sb 2.159831 -0.441906 -1.361611 1.42 -0.69 -0.41 1.61
C 3.069942 -2.050824 -0.267187 -0.42 0.29 0.12 1.22
C 4.300032 -2.531941 -0.705387 -0.01 0.10 -0.06 -0.90
C 4.898622 -3.600496 -0.056056 0.07 -0.03 -0.03 -0.82
C 4.275009 -4.199429 1.030198 -0.02 0.01 0.00 -0.88
C 3.045685 -3.728008 1.462761 0.00 -0.02 0.04 -0.47
C 2.444260 -2.655065 0.816996 0.04 -0.06 -0.03 0.06
C 4.031327 0.506574 -1.822813 -0.29 0.03 0.24 -0.21
C 4.733329 1.079150 -0.759095 -0.04 -0.04 0.01 0.44
C 5.971196 1.667941 -0.979805 0.02 0.02 0.03 -0.80
C 6.507611 1.696661 -2.260407 0.01 0.00 0.01 -0.73
C 5.802871 1.146340 -3.322148 0.03 0.01 -0.01 -0.84
C 4.566478 0.551642 -3.105123 -0.14 -0.02 -0.05 -0.60
Sb -0.971762 -1.835796 -0.777184 -1.07 -1.10 -0.80 -0.59
C -1.229784 -3.888883 -0.143671 0.42 0.34 0.30 1.40
C -2.190768 -4.663251 -0.785054 0.01 0.07 -0.10 -0.63
C -2.366917 -5.990557 -0.424583 0.00 -0.06 0.01 -0.99
C -1.579213 -6.556386 0.568922 0.00 0.01 0.01 -0.85
C -0.623483 -5.786088 1.213125 0.01 -0.01 0.03 -0.83
C -0.456320 -4.452043 0.865022 0.00 -0.01 0.01 0.17
C -3.077159 -1.710855 -1.174217 0.19 0.11 0.23 1.27
C -3.938996 -1.688977 -0.080973 0.08 0.01 0.03 -0.32
C -5.311526 -1.717668 -0.266658 -0.07 -0.01 0.07 -0.51
C -5.836897 -1.791517 -1.549715 0.00 0.01 -0.02 -0.90
C -4.983580 -1.832401 -2.642254 -0.04 0.07 0.00 -0.76
C -3.607959 -1.785867 -2.453961 0.13 0.04 -0.10 -0.45
H -1.079818 -3.263755 -3.014743 -0.07 0.03 0.07 0.71
H -0.690014 -1.605377 -3.491658 -0.06 0.00 0.02 0.57
H 1.100582 -3.415075 -3.904249 0.05 -0.04 0.03 0.60
H 1.359307 -3.461879 -2.171086 0.03 -0.04 -0.05 0.17
H 1.696014 -1.008167 -3.990047 0.00 0.01 0.02 0.64
H 3.000716 -2.001590 -3.322090 0.05 0.10 0.05 0.70
H 4.799887 -2.069017 -1.548918 0.05 -0.02 0.03 0.36
H 5.856563 -3.967307 -0.401157 -0.01 0.00 0.00 0.45
H 4.744286 -5.035242 1.531745 0.00 0.01 0.00 0.44
H 2.549920 -4.198386 2.304053 0.01 -0.01 -0.01 0.43
H 1.481392 -2.306771 1.168034 0.04 0.08 0.00 -0.15
H 4.326534 1.048990 0.249715 0.05 -0.01 0.00 0.20
H 6.521797 2.094414 -0.151161 -0.01 0.00 0.00 0.50
H 7.480112 2.140856 -2.425888 -0.02 0.02 -0.02 0.43
H 6.216846 1.174418 -4.321664 0.01 -0.01 0.01 0.47
H 4.026595 0.123456 -3.941500 0.04 0.00 -0.02 0.40
H -2.812083 -4.234598 -1.562486 -0.03 -0.06 0.03 0.42
H -3.124134 -6.584844 -0.919033 0.01 0.01 -0.02 0.48
H -1.710741 -7.595227 0.840784 -0.02 0.00 0.00 0.41
H -0.002132 -6.225558 1.983666 -0.01 0.00 0.01 0.46
H 0.278883 -3.856606 1.387816 -0.09 -0.10 -0.01 -0.18
H -3.540393 -1.685718 0.930796 -0.05 0.01 0.01 0.14
H -5.977540 -1.702831 0.587300 0.03 0.00 0.01 0.50
H -6.909211 -1.834306 -1.689310 0.01 0.01 -0.03 0.43
H -5.383660 -1.897595 -3.646244 -0.01 -0.02 0.02 0.47
H -2.957444 -1.825366 -3.318372 -0.03 0.03 -0.03 0.20
N 2.240230 3.025671 -1.923996 0.18 0.21 0.11 -0.22
C 2.349528 4.044050 -2.786438 -0.08 0.05 -0.06 -0.44
C 1.074898 4.490662 -3.055985 -0.02 0.02 0.02 -1.36
C 0.244909 3.668123 -2.297738 0.10 0.20 -0.04 -0.72
N 0.958170 2.773044 -1.601206 -0.51 -0.03 -0.27 1.60
H 3.009578 2.509756 -1.518639 -0.04 -0.13 0.04 -0.16
H 3.306255 4.371064 -3.159214 0.03 -0.04 0.08 0.55
H 0.786767 5.297916 -3.705974 0.00 -0.02 0.00 0.52
H -0.829001 3.698803 -2.232979 0.00 -0.10 0.02 0.42
C -2.612827 -2.497407 3.789812 0.23 -0.01 -0.06 -1.16
S -0.983254 -1.820242 3.387085 -0.09 0.02 0.15 0.69
C 0.058918 -2.979413 4.304954 -0.18 0.12 -0.20 -1.10
H -2.758680 -3.448872 3.280834 -0.05 -0.02 0.02 0.29
H -3.365805 -1.782404 3.460597 -0.02 -0.01 0.00 0.26
H -2.690274 -2.625070 4.867500 -0.07 0.00 0.00 0.49
H -0.212601 -2.947172 5.357612 0.05 -0.03 0.02 0.52
H 1.091578 -2.656226 4.188654 0.03 -0.04 0.01 0.18
H -0.071716 -3.985639 3.909599 0.06 -0.03 0.03 0.26
```
Forces are in eV/Å.

LUMO energy = -5.197 eV
2S+1 = 1
ΔE to the lowest compared entry with this formula, charge and spin = 7.2 kJ/mol
charge = +2
frontier orbital gap = 7.7 eV
HOMO level = -0.4756 hartree

C37H40BrN2O3Zr | wB97M-V/def2-TZVPD

Structure (XYZ):
```
84
Properties=species:S:1:pos:R:3:forces:R:3:mulliken_charge:R:1
Zr -0.066221 -1.482686 2.216415 -0.04 -0.11 0.06 0.54
C -5.093435 -2.694290 -3.967514 0.00 0.00 0.00 -1.67
C -3.695129 -3.317090 -4.082005 -0.01 0.01 0.00 1.97
C -3.147621 -3.001806 -5.474226 0.00 0.00 0.00 -2.08
C -3.810676 -4.841710 -3.947465 0.00 0.00 0.00 -1.68
C -2.798044 -2.772005 -2.971765 0.01 0.01 0.01 0.02
C -3.157334 -2.960192 -1.638611 -0.01 -0.02 -0.01 0.01
C -2.339379 -2.492473 -0.638681 0.01 -0.02 -0.06 0.06
Br -2.843847 -2.730308 1.173534 0.02 0.04 0.01 -0.24
C -1.120634 -1.818727 -0.868574 -0.04 0.07 0.04 0.60
O -0.384267 -1.448137 0.149180 0.05 -0.07 -0.03 -0.55
C -0.782968 -1.570435 -2.214525 0.00 -0.01 -0.04 -0.88
C -1.623078 -2.075475 -3.211227 0.01 0.00 0.02 -0.56
C 0.464000 -0.794913 -2.677985 0.01 0.00 0.01 2.85
C 1.405521 -1.761634 -3.411583 -0.01 0.00 0.00 -1.86
C 0.036700 0.326310 -3.641817 -0.02 -0.02 0.01 -1.90
C 1.263055 -0.122412 -1.556448 0.01 0.01 0.00 -2.28
H -5.749424 -3.080499 -4.752609 0.00 0.00 0.00 0.44
H -5.038316 -1.608443 -4.065742 0.00 0.00 0.00 0.37
H -5.552829 -2.918841 -3.004190 0.00 0.00 0.00 0.32
H -3.821468 -3.409084 -6.231404 0.00 0.00 0.00 0.44
H -2.162525 -3.446554 -5.628494 0.00 0.00 0.00 0.37
H -3.068566 -1.925504 -5.639912 0.00 0.00 0.00 0.38
H -4.458344 -5.247006 -4.729900 0.00 0.00 0.00 0.44
H -4.229896 -5.125286 -2.981317 0.00 0.00 0.00 0.33
H -2.828261 -5.309517 -4.034698 0.00 0.00 0.00 0.37
H -4.071567 -3.475358 -1.372367 0.00 0.00 0.01 0.40
H -1.326202 -1.910149 -4.237092 0.00 0.02 -0.02 0.15
H 0.917909 -2.224597 -4.271849 0.00 0.00 0.00 0.32
H 1.732491 -2.556867 -2.739105 0.00 0.00 0.00 0.38
H 2.291060 -1.227434 -3.767320 0.00 0.00 0.00 0.45
H -0.446052 -0.052771 -4.542954 -0.01 -0.02 -0.01 0.36
H 0.913601 0.902087 -3.949162 0.00 0.00 0.00 0.52
H -0.655948 1.008952 -3.145645 0.02 -0.02 -0.01 0.32
H 1.706188 -0.841644 -0.872743 0.00 0.01 -0.01 0.39
H 0.637887 0.552241 -0.970590 0.02 -0.02 -0.02 0.08
H 2.062474 0.469161 -2.015534 0.01 0.00 -0.01 0.64
C 0.330308 -3.589938 2.775183 -0.03 -0.07 0.08 -0.75
C 1.001117 -2.676643 3.744846 -0.11 -0.01 -0.10 0.39
C -0.008706 -2.092763 4.766532 -0.01 -0.06 0.00 0.74
C 0.703823 -1.189358 5.735965 0.03 0.02 -0.02 -1.04
C 2.038988 -1.128349 5.855297 -0.01 0.00 0.01 -0.35
C 2.934836 -1.918998 5.036275 -0.01 0.00 0.00 -0.70
C 2.396049 -2.655286 4.034145 0.00 0.01 -0.01 -0.56
H -0.426629 -4.258029 3.204218 -0.01 0.02 0.00 0.16
H 1.023854 -4.145786 2.137355 0.00 0.01 -0.01 0.29
H -0.470723 -2.951919 5.289167 0.03 0.02 0.06 0.38
H 0.081150 -0.579285 6.383525 -0.01 0.00 0.00 0.38
H 2.464433 -0.454178 6.593088 0.01 0.00 0.00 0.36
H 4.004749 -1.866515 5.189843 0.00 0.00 0.00 0.33
H 3.040225 -3.225603 3.369120 0.02 0.00 0.01 0.26
C -1.242330 -1.347598 4.075537 0.12 0.02 -0.02 -0.84
H -2.163957 -1.916440 4.200207 0.00 0.00 0.00 0.21
H -1.365748 -0.355476 4.510285 -0.02 -0.01 0.02 0.35
O 1.920916 -0.487130 1.680517 0.07 0.08 -0.02 -0.69
C 1.546415 0.699087 1.784222 -0.05 -0.02 0.01 0.38
N 2.292258 1.795005 1.443429 -0.05 -0.03 -0.05 -0.03
C 1.406240 2.956925 1.454721 0.04 0.03 0.06 3.69
C 0.132237 2.335136 2.129071 0.00 0.02 -0.02 -0.79
O -0.831028 3.000312 2.434675 0.00 -0.01 -0.01 -0.73
N 0.319667 0.993886 2.255599 -0.06 0.06 0.04 -0.19
C 1.934082 4.095031 2.309452 -0.01 -0.02 -0.02 -1.07
C 1.293267 5.330815 2.269386 0.00 0.01 0.00 -0.27
C 1.728682 6.372257 3.071933 0.00 0.00 0.00 -0.84
C 2.811161 6.193390 3.924104 0.00 0.00 0.00 -0.41
C 3.446217 4.962677 3.972759 0.01 0.00 -0.01 -0.86
C 3.007574 3.915488 3.171943 0.01 0.00 0.00 -0.44
C 1.117135 3.402259 0.025715 0.01 -0.01 -0.01 -0.40
C -0.122082 3.236402 -0.579458 0.00 0.00 -0.01 0.13
C -0.300558 3.583970 -1.913488 0.00 0.03 0.02 -0.87
C 0.751495 4.097527 -2.653729 0.00 0.00 0.00 -0.36
C 1.991175 4.274387 -2.051711 -0.01 0.00 0.00 -0.91
C 2.167533 3.934506 -0.720904 0.00 0.00 0.00 -0.47
H 2.957485 1.671213 0.694914 0.03 0.02 0.02 0.42
H 0.443402 5.467429 1.613231 0.00 0.00 0.00 0.43
H 1.218999 7.326975 3.034531 0.00 0.00 0.00 0.38
H 3.152144 7.008497 4.550139 0.00 0.00 0.00 0.39
H 4.284833 4.808556 4.640239 0.00 0.00 0.00 0.40
H 3.493774 2.950386 3.220691 0.00 0.00 0.00 0.42
H -0.952025 2.837290 -0.011987 -0.01 0.00 0.00 0.49
H -1.270395 3.443224 -2.374083 0.00 0.00 0.00 0.42
H 0.608621 4.359577 -3.694528 0.00 0.00 0.00 0.42
H 2.819471 4.680628 -2.618805 0.00 0.00 0.00 0.40
H 3.131011 4.091553 -0.247243 0.00 0.00 0.00 0.45
```
Forces are in eV/Å.

LUMO energy = 2.327 eV
2S+1 = 1
ΔE to the lowest compared entry with this formula, charge and spin = 167.6 kJ/mol
charge = -1
frontier orbital gap = 5.3 eV
HOMO level = -0.1089 hartree